No. 1
The following is a quantum chemistry calculation of 2 unconnected molecules or ions with the total composition C13H13Br2N2O6, from the Open Molecules 2025 dataset.

Calculated values
net charge	+1
strongest force on any atom	5.56	eV/A
E	-6211.62699	a.u.

Last column: natural (NBO) charge in e.
Atoms and positions in Å:
C: 0.15476 0.26004 -3.99677  -0.67
C: 0.54951 1.16475 -2.71872  -0.09
Br: -0.83568 1.41182 -1.32647  0.09
C: 1.84230 1.75343 -2.60091  0.14
Br: 3.08906 1.42848 -4.13606  0.08
O: 2.26178 2.53390 -1.47837  -0.52
C: 3.27879 1.81872 -0.73782  0.76
O: 4.48192 2.12477 -0.86998  -0.43
C: 2.76247 0.69338 0.26475  -0.07
C: 1.74499 1.08926 1.36517  -0.17
C: 1.27424 -0.00080 2.37346  0.11
N: 1.76037 -1.36865 2.24871  -0.47
C: 2.71374 -1.77558 1.23208  0.06
C: 3.28354 -0.76436 0.17583  0.29
O: 4.24345 -1.26791 -0.74793  -0.36
N: 3.93897 -0.94015 -2.04701  0.38
O: 4.99513 -0.90838 -2.60988  -0.19
H: -0.88089 -0.23150 -3.86864  0.25
H: 0.19350 0.83930 -4.98410  0.26
H: 0.89609 -0.62019 -4.09840  0.24
H: 1.30629 2.13391 1.49599  0.30
H: 0.54886 0.20609 3.23575  0.28
H: 1.44509 -2.08699 2.93219  0.46
H: 3.04959 -2.86690 1.22502  0.27
O: -1.42458 -0.60522 1.25883  -0.62
C: -2.60244 -0.38443 1.41148  0.81
O: -3.19808 0.79603 1.10107  -0.49
C: -4.57253 0.75657 1.50727  -0.07
C: -4.92029 -0.71081 1.58737  -0.43
C: -3.60591 -1.33527 2.00448  -0.53
H: -4.66484 1.25958 2.47426  0.19
H: -5.18725 1.28304 0.77543  0.21
H: -5.74327 -0.92140 2.27205  0.24
H: -5.20347 -1.07961 0.59649  0.22
H: -3.48694 -1.34735 3.09073  0.24
H: -3.48825 -2.33761 1.59263  0.25


No. 2
The following is a quantum chemistry calculation of 2 unconnected molecules or ions with the total composition C4H11N3O, from the Open Molecules 2025 dataset.

Calculated values
strongest force on any atom	2.04	eV/A
ΔE to the lowest compared entry with this formula, charge and spin	9.0	kcal per mole

Last column: natural (NBO) charge in e.
Atoms and positions in Å:
H: 2.17416 2.57220 -0.73046  0.34
N: 1.80687 2.32562 0.18179  -0.77
C: 1.57352 1.09438 0.35469  0.46
C: 1.57084 0.03099 -0.79682  -0.70
N: 1.34581 0.60213 1.59554  -0.82
H: 2.62289 -0.22102 -0.94166  0.23
H: 1.22576 0.45795 -1.73756  0.22
H: 1.12327 -0.91311 -0.49458  0.22
H: 1.23717 1.31196 2.30595  0.39
H: 0.72748 -0.19801 1.72082  0.42
C: -2.09602 -1.77515 -0.47276  -0.72
C: -1.55940 -0.69477 0.43937  0.68
N: -1.44658 0.51905 -0.13654  -0.83
O: -1.10805 -0.92370 1.54974  -0.64
H: -1.55257 -1.78470 -1.42444  0.22
H: -3.14981 -1.59332 -0.66987  0.24
H: -1.99038 -2.74196 0.00776  0.24
H: -1.37623 0.63490 -1.17134  0.40
H: -1.12872 1.29655 0.42038  0.41


No. 3
The following is a quantum chemistry calculation of a single C2 molecule, from the Open Molecules 2025 dataset.

Calculated values
strongest force on any atom	6.83	eV/A
ΔE to the lowest compared entry with this formula, charge and spin	49.9	kcal per mole

Last column: natural (NBO) charge in e.
Atoms and positions in Å:
C: 0.02166 0.33508 0.81738  0.00
C: -0.02166 -0.33508 -0.81738  0.00


No. 4
The following is a quantum chemistry calculation of a single C2H5N3O2S molecule, from the Open Molecules 2025 dataset.

Calculated values
strongest force on any atom	6.78	eV/A
ΔE to the lowest compared entry with this formula, charge and spin	119.1	kcal per mole

Last column: natural (NBO) charge in e.
Atoms and positions in Å:
H: -2.84432 1.69447 0.07886  0.39
N: -1.84819 1.59237 0.03877  -0.78
C: -1.29426 0.43480 -0.06197  0.67
N: -1.72320 -0.78778 -0.10828  -0.33
O: -3.14771 -1.14918 -0.03275  -0.54
O: 0.12543 0.10219 -0.17589  -0.53
C: 0.98249 1.17326 -0.03507  0.35
N: 2.19542 0.89986 0.10982  -0.53
S: 2.42303 -0.87100 0.02714  0.14
H: -0.93016 -1.41556 0.45590  0.41
H: -3.59802 -0.91806 0.98173  0.46
H: 0.63896 2.10996 0.11766  0.20
H: 3.64560 -0.73847 -0.09915  0.09


Number 1: M 453.06 g/mol. Number 2: M 117.15 g/mol. Number 3: M 24.02 g/mol. Number 4: M 135.15 g/mol.